ORCA calculation (the ωB97M-V functional and the def2-TZVPD basis) on C18H23Cl3N2O3PdS2Si as an isolated structure in a non-equilibrium geometry.

Cartesian coordinates (Å):
Pd  0.396  -0.404  1.384
C  3.904  1.742  -0.773
C  2.594  1.252  -0.260
N  2.406  0.017  0.054
O  3.516  -0.733  -0.032
C  1.420  2.108  -0.148
C  1.481  3.578  -0.366
N  0.304  1.498  0.148
O  -0.808  2.084  0.179
H  4.185  1.141  -1.640
H  4.681  1.579  -0.023
H  3.881  2.789  -1.052
H  3.248  -1.654  0.100
H  2.254  4.012  0.271
H  0.524  4.032  -0.128
H  1.735  3.811  -1.402
O  -1.723  -0.681  0.276
S  -2.603  0.336  -0.385
C  -3.787  -0.664  -1.355
C  -4.224  -0.163  -2.567
C  -5.141  -0.907  -3.297
C  -5.585  -2.125  -2.804
C  -5.129  -2.608  -1.584
C  -4.215  -1.876  -0.841
C  -3.736  0.971  0.830
C  -4.546  2.035  0.458
C  -5.464  2.527  1.371
C  -5.550  1.959  2.637
C  -4.724  0.902  2.996
C  -3.795  0.408  2.093
H  -3.871  0.791  -2.939
H  -5.496  -0.536  -4.248
H  -6.301  -2.701  -3.375
H  -5.485  -3.555  -1.201
H  -3.862  -2.233  0.117
H  -4.463  2.473  -0.530
H  -6.111  3.348  1.098
H  -6.253  2.357  3.355
H  -4.802  0.456  3.978
H  -3.138  -0.413  2.352
C  -0.598  -3.651  1.468
S  0.763  -2.850  0.592
C  0.095  -2.839  -1.084
H  -0.780  -4.624  1.017
H  -1.488  -3.027  1.411
H  -0.289  -3.781  2.504
H  -0.853  -2.307  -1.089
H  -0.038  -3.868  -1.414
H  0.816  -2.343  -1.729
Cl  -0.328  1.305  3.303
Si  -0.008  -0.726  3.866
Cl  2.072  -0.891  3.168
Cl  0.083  -0.896  5.863

- E: -98738.829 eV
- Energy relative to the best compared isomer or geometry (same formula, charge and spin): 1.3726 eV
- 2S+1: 5
- Gap between HOMO and LUMO (spin up / spin down): 7.3 / 5.0 eV
- Total charge: +2
- HOMO energy (spin up / spin down): -0.5240 / -0.5233 hartree
- Expectation value of S²: 6.05

Which charges does Mulliken predict for the atoms? In e, they are: 0.41 -1.45 0.57 0.67 -0.41 0.15 -1.58 0.41 -0.50 0.39 0.38 0.39 0.39 0.44 0.37 0.42 0.16 0.24 0.38 -0.19 -0.71 -0.49 -0.70 -0.25 0.77 -0.52 -0.63 -0.55 -0.77 -0.17 0.48 0.43 0.42 0.43 0.27 0.41 0.44 0.42 0.46 0.35 -0.71 0.04 -0.48 0.43 0.03 0.36 -0.12 0.46 0.32 -0.16 0.39 -0.13 -0.16

=====

ORCA calculation (the ωB97M-V functional and the def2-TZVPD basis) on C44H39AsF6NOPtSbSi as an isolated structure in a non-equilibrium geometry.

Cartesian coordinates (Å):
Pt  0.714  -0.827  0.188
F  3.102  -0.599  -0.518
Sb  4.988  -0.714  -0.109
F  6.826  -0.849  0.320
F  4.778  0.758  1.068
F  5.362  0.478  -1.533
F  4.518  -1.904  1.291
F  5.149  -2.174  -1.306
C  -4.709  0.304  -3.060
C  -3.538  1.012  -2.843
C  -2.645  0.592  -1.870
C  -2.939  -0.535  -1.111
C  -4.112  -1.249  -1.329
C  -4.996  -0.824  -2.307
As  -1.697  -1.021  0.246
C  -2.184  -2.816  0.764
C  -2.039  -3.834  -0.174
C  -2.315  -5.146  0.172
C  -2.726  -5.451  1.459
C  -2.863  -4.442  2.398
C  -2.599  -3.125  2.053
C  -2.308  -0.032  1.778
C  -3.581  0.514  1.844
C  -3.950  1.272  2.946
C  -3.045  1.483  3.976
C  -1.771  0.938  3.902
C  -1.398  0.190  2.796
H  -5.401  0.631  -3.825
H  -3.303  1.890  -3.431
H  -1.731  1.139  -1.711
H  -4.333  -2.129  -0.736
H  -5.910  -1.376  -2.480
H  -1.681  -3.611  -1.173
H  -2.190  -5.932  -0.562
H  -2.932  -6.477  1.734
H  -3.172  -4.677  3.407
H  -2.706  -2.347  2.797
H  -4.291  0.359  1.039
H  -4.942  1.701  2.995
H  -3.326  2.085  4.829
H  -1.055  1.114  4.692
H  -0.386  -0.200  2.718
O  0.276  1.161  0.031
Si  0.700  2.494  -0.763
C  0.553  2.234  -2.630
C  0.377  0.970  -3.184
C  0.237  0.791  -4.552
C  0.270  1.884  -5.402
C  0.449  3.155  -4.874
C  0.589  3.320  -3.507
C  2.417  3.116  -0.383
C  2.668  3.689  0.866
C  3.923  4.158  1.204
C  4.961  4.064  0.289
C  4.736  3.497  -0.951
C  3.473  3.031  -1.282
C  -0.537  3.826  -0.267
C  -1.803  3.443  0.173
C  -2.769  4.378  0.511
C  -2.483  5.731  0.415
C  -1.227  6.135  -0.012
C  -0.270  5.189  -0.343
H  0.356  0.099  -2.531
H  0.107  -0.207  -4.952
H  0.162  1.747  -6.470
H  0.481  4.017  -5.530
H  0.725  4.321  -3.114
H  1.868  3.761  1.595
H  4.099  4.584  2.184
H  5.950  4.414  0.554
H  5.550  3.383  -1.653
H  3.325  2.562  -2.247
H  -2.032  2.390  0.277
H  -3.739  4.044  0.858
H  -3.231  6.467  0.681
H  -0.990  7.190  -0.079
H  0.714  5.524  -0.653
C  1.883  -1.965  2.873
C  2.093  -3.316  2.272
C  2.709  -4.328  2.987
C  2.951  -5.567  2.411
C  2.579  -5.814  1.091
C  1.936  -4.848  0.340
C  1.544  -5.093  -1.079
C  1.662  -3.576  0.936
N  0.968  -2.706  0.212
H  2.459  -1.869  3.793
H  0.830  -1.788  3.104
H  2.214  -1.173  2.188
H  3.043  -4.130  3.999
H  3.454  -6.336  2.982
H  2.800  -6.775  0.642
H  1.863  -6.089  -1.392
H  1.996  -4.356  -1.740
H  0.464  -5.005  -1.205

- E: -144611.618 eV
- Energy relative to the best compared isomer or geometry (same formula, charge and spin): 0.3259 eV
- 2S+1: 2
- Gap between HOMO and LUMO (spin up / spin down): 6.4 / 6.6 eV
- Total charge: -1
- HOMO energy (spin up / spin down): -0.1612 / -0.1748 hartree
- Expectation value of S²: 0.80

Which charges does Mulliken predict for the atoms? In e, they are: 1.76 -0.52 2.43 -0.56 -0.58 -0.54 -0.57 -0.59 -0.61 -1.19 -0.20 -0.13 -0.63 -0.75 0.69 0.10 -0.18 -0.64 -0.51 -0.84 -0.54 0.53 -0.12 -0.66 -0.58 -0.91 -0.57 0.38 0.54 0.51 0.44 0.42 0.43 0.38 0.39 0.40 0.39 0.42 0.43 0.36 0.46 0.32 1.37 -1.79 0.61 -0.19 -0.56 -0.61 -0.68 -0.30 0.54 -0.14 -0.78 -0.49 -0.54 -0.34 -0.01 0.62 -0.83 -0.56 -0.75 -0.17 0.26 0.42 0.36 0.40 0.30 0.40 0.37 0.34 0.38 0.31 0.21 0.43 0.37 0.40 0.36 -1.14 0.95 -0.98 -0.75 -0.86 0.90 -1.20 0.59 -0.22 0.60 0.26 -0.09 0.38 0.39 0.37 0.43 0.25 0.06

=====

ORCA calculation (the ωB97M-V functional and the def2-TZVPD basis) on one molecule with the formula C6H6.

Cartesian coordinates (Å):
C  2.692  0.603  0.394
C  1.552  0.377  0.709
C  0.154  0.028  1.006
C  -0.318  -0.858  -0.109
C  -1.346  -0.633  -0.967
C  -2.274  0.440  -0.749
H  3.704  0.818  0.125
H  -0.480  0.916  1.081
H  0.117  -0.516  1.959
H  -1.379  -1.318  -1.815
H  0.304  -1.739  -0.276
H  -2.977  0.437  -1.610

- E: -6312.918 eV
- Energy relative to the best compared isomer or geometry (same formula, charge and spin): 6.2823 eV
- Gap between HOMO and LUMO (spin up / spin down): 7.4 / 7.4 eV
- HOMO energy (spin up / spin down): -0.3113 / -0.3115 hartree

Which charges does Mulliken predict for the atoms? In e, they are: 0.20 -0.56 -0.51 -0.20 -0.14 -0.67 0.39 0.37 0.26 0.32 0.33 0.19